A structure of composition C7H63FNO25 in a non-equilibrium geometry, computed with ωB97M-V/def2-TZVPD.

## Properties
LUMO energy	-0.0952	hartree

The geometry in ORCA input format:
```
! wB97M-V def2-TZVPD RIJCOSX def2/J DEFGRID3
* xyz 1 1
C 0.15 0.37 1.64
C -0.94 -0.32 0.85
F -2.19 0.18 1.25
C -0.84 -0.05 -0.64
C 0.28 -0.84 -1.31
C 1.16 -1.74 -0.45
O 1.94 -2.58 -1.27
C 2.85 -1.86 -2.10
C 2.23 -0.67 -2.83
N 1.30 0.09 -1.95
H 0.95 -0.33 1.86
H -0.30 0.72 2.56
H 0.53 1.24 1.09
H -0.97 -1.39 1.08
H -0.65 1.02 -0.77
H -1.79 -0.26 -1.13
H -0.09 -1.47 -2.12
H 1.82 -1.13 0.19
H 0.56 -2.38 0.20
H 3.76 -1.60 -1.54
H 3.17 -2.57 -2.87
H 3.01 -0.01 -3.20
H 1.64 -0.99 -3.69
H 1.81 0.50 -1.16
H 0.84 0.87 -2.42
O 0.90 2.61 -1.02
H 1.60 3.11 -1.46
H 0.39 3.30 -0.57
O 3.89 -2.89 0.84
H 4.51 -2.17 0.68
H 3.21 -2.81 0.16
O 6.04 -1.29 -1.16
H 6.44 -2.11 -1.47
H 6.54 -0.61 -1.62
O -1.28 4.95 -1.52
H -1.81 4.16 -1.72
H -1.73 5.36 -0.77
O -4.86 -0.26 2.67
H -3.93 0.00 2.55
H -5.34 0.54 2.42
O 6.74 -1.71 1.21
H 6.93 -2.11 0.36
H 6.48 -2.45 1.78
O 0.45 2.04 4.33
H 1.05 1.55 3.76
H -0.31 1.44 4.44
O -7.48 -1.44 1.25
H -6.69 -1.04 1.61
H -7.26 -1.64 0.34
O 1.30 4.82 3.68
H 1.67 4.50 2.85
H 0.90 4.01 4.05
O -0.07 3.65 1.47
H -0.62 2.87 1.29
H -0.49 4.06 2.24
O -1.50 1.16 4.63
H -2.17 0.47 4.66
H -1.73 1.67 5.42
O -3.33 5.74 -3.38
H -2.54 5.88 -2.84
H -3.20 6.29 -4.16
O -8.05 -4.41 1.04
H -7.94 -3.48 1.27
H -7.21 -4.84 1.26
O -6.19 -6.51 2.36
H -6.70 -7.31 2.24
H -6.57 -6.09 3.14
O 4.71 0.14 -4.63
H 5.24 -0.64 -4.79
H 5.18 0.84 -5.10
O -6.25 4.96 -4.05
H -5.38 5.32 -3.88
H -6.81 5.71 -4.27
O -3.62 0.15 6.25
H -4.26 -0.56 6.18
H -3.87 0.63 7.05
O 7.47 0.35 -3.81
H 8.31 0.70 -4.12
H 7.01 1.12 -3.46
O 8.76 -2.03 -2.45
H 9.65 -2.09 -2.08
H 8.67 -1.14 -2.81
O -8.39 -7.00 -0.66
H -8.03 -6.18 -0.29
H -8.65 -6.77 -1.56
O 3.02 4.50 -1.48
H 3.83 4.62 -0.97
H 2.58 5.36 -1.45
O 0.88 -2.03 3.59
H 1.10 -2.67 2.89
H 0.18 -2.47 4.09
O -2.52 2.79 -4.34
H -1.85 3.29 -4.82
H -3.12 3.47 -4.00
O 1.66 -4.59 2.01
H 2.60 -4.49 2.20
H 1.63 -5.12 1.21
*
```

The ion C16H25F3I3N2O4S with charge +1, computed with ωB97M-V/def2-TZVPD.

## Properties
SMILES string	[H]/N=C\C[C@]1(O)[C@@](S)(C[C@@H](O)C(F)(F)F)O[C@@H](I)[C@@](I)(CCCC)[N@@+]1(C)CC(=O)I
LUMO energy	-0.1333	hartree

The geometry in ORCA input format:
```
! wB97M-V def2-TZVPD RIJCOSX def2/J DEFGRID3
* xyz 1 1
C 5.69 -0.93 -0.15
C 4.52 -0.30 -0.93
C 3.37 -1.26 -1.31
C 1.94 -0.75 -1.10
C 1.27 -0.79 0.30
I 2.72 -1.18 1.88
C 0.24 -1.91 0.39
I 0.98 -3.83 -0.14
O -0.81 -1.68 -0.50
C -1.70 -0.63 -0.15
S -2.58 -1.12 1.40
C -2.72 -0.59 -1.31
C -3.84 -1.64 -1.30
O -3.35 -2.82 -0.72
C -5.16 -1.15 -0.64
F -5.54 -1.93 0.37
F -5.12 0.12 -0.19
F -6.15 -1.19 -1.55
C -0.85 0.70 -0.21
O -0.41 0.72 -1.53
C -1.63 2.00 0.04
C -2.57 2.20 1.21
N -2.55 3.17 2.04
N 0.50 0.57 0.66
C 0.21 0.63 2.13
C 1.48 1.69 0.37
C 1.45 2.94 1.27
O 0.67 3.84 1.18
I 3.12 3.07 2.61
H 5.86 -0.43 0.81
H 5.53 -1.99 0.03
H 6.63 -0.84 -0.71
H 4.92 0.12 -1.86
H 4.14 0.56 -0.38
H 3.41 -1.42 -2.40
H 3.53 -2.25 -0.88
H 1.27 -1.34 -1.74
H 1.89 0.24 -1.53
H -0.12 -2.05 1.41
H -2.35 -0.05 2.14
H -3.20 0.39 -1.36
H -2.14 -0.71 -2.22
H -4.12 -1.80 -2.34
H -4.02 -3.52 -0.80
H -0.31 1.64 -1.83
H -0.94 2.85 -0.02
H -2.26 2.08 -0.86
H -3.41 1.50 1.28
H -1.76 3.80 1.89
H 1.12 0.88 2.66
H -0.15 -0.33 2.49
H -0.53 1.41 2.31
H 2.47 1.25 0.49
H 1.40 2.02 -0.66
*
```

A structure of composition C6H12AsCl12F6NiO4PY in a non-equilibrium geometry, computed with ωB97M-V/def2-TZVPD.

## Properties
<S²>	2.007
LUMO energy (spin up / spin down)	-0.2236 / -0.2234	hartree

The geometry in ORCA input format:
```
! wB97M-V def2-TZVPD RIJCOSX def2/J DEFGRID3
* xyz 1 3
Y -0.55 -1.93 -2.50
Ni 1.77 -1.28 0.39
P 0.37 0.06 -0.98
O 0.86 0.41 0.42
O 0.02 -1.35 -0.43
O 1.29 -0.93 -1.65
O -0.94 0.16 -1.76
As 1.47 -4.78 -0.70
F 0.21 -4.97 0.56
F 0.39 -3.80 -1.76
F 2.79 -4.58 -1.94
F 2.64 -5.70 0.31
F 0.93 -6.29 -1.48
F 2.01 -3.23 0.06
C 0.75 -3.79 3.41
Cl 2.33 -4.52 3.01
Cl 0.45 -2.42 2.32
H 0.00 -4.52 3.14
H 0.74 -3.51 4.47
C -0.35 3.81 0.53
Cl -2.11 3.76 0.66
Cl 0.09 4.85 -0.88
H 0.08 4.22 1.45
H -0.01 2.78 0.41
C 1.01 2.56 -3.86
Cl 2.27 2.28 -2.64
Cl 1.68 2.03 -5.39
H 0.14 1.97 -3.57
H 0.70 3.61 -3.87
C 1.26 1.65 3.56
Cl 1.55 0.42 4.83
Cl 2.72 2.58 3.28
H 1.00 1.24 2.58
H 0.49 2.34 3.89
C -2.28 0.57 1.50
Cl -3.15 1.59 2.77
Cl -3.35 -0.75 0.97
H -1.95 1.17 0.65
H -1.47 0.01 1.98
C -3.07 2.91 -2.65
Cl -2.69 3.02 -4.34
Cl -4.80 2.42 -2.39
H -2.44 2.11 -2.26
H -2.85 3.82 -2.09
*
```

A structure of composition C30H43F5P2Y in a non-equilibrium geometry, computed with ωB97M-V/def2-TZVPD.

## Properties
LUMO energy (spin up / spin down)	-0.1929 / -0.1859	hartree

The geometry in ORCA input format:
```
! wB97M-V def2-TZVPD RIJCOSX def2/J DEFGRID3
* xyz 1 1
Y -1.80 0.66 -1.19
C -0.44 -2.69 2.80
C 0.85 -2.87 2.27
C 1.01 -1.38 4.03
C -0.38 -1.69 3.83
C 1.76 -2.06 3.03
C -1.63 -3.40 2.32
H -1.76 -3.21 1.24
H -2.52 -3.01 2.82
H -1.59 -4.50 2.46
C -1.52 -0.88 4.31
H -2.40 -1.03 3.66
H -1.24 0.19 4.16
H -1.86 -1.05 5.36
C 1.47 -0.24 4.87
H 1.61 -0.48 5.94
H 0.78 0.63 4.78
H 2.41 0.16 4.49
C 3.21 -1.87 2.81
H 3.73 -2.40 3.64
H 3.47 -0.79 2.81
H 3.49 -2.28 1.83
C 1.25 -3.71 1.11
H 2.17 -4.25 1.39
H 1.50 -3.08 0.24
H 0.46 -4.41 0.84
C -1.38 1.39 -3.47
C -1.45 0.04 -3.50
C -1.00 -0.82 -4.63
C 0.59 -0.95 -4.69
C 1.19 -0.45 -3.48
C 1.41 0.82 -3.06
C 1.03 2.08 -3.76
C -0.35 2.05 -4.35
H -1.23 -0.44 -5.65
H 1.03 -0.57 -5.64
H -1.37 -1.88 -4.53
H -0.21 1.59 -5.35
H -2.16 2.06 -3.04
H -2.04 -0.49 -2.75
H -0.65 3.09 -4.59
H 1.19 2.92 -3.06
H 2.36 0.99 -2.57
H 1.74 2.29 -4.58
H 0.83 -2.03 -4.75
H 1.67 -1.21 -2.90
P -2.05 -2.35 -0.98
P 2.60 1.22 0.33
C 0.36 1.73 -1.33
C 1.28 2.42 -0.47
H -0.61 2.36 -1.45
H 0.20 0.55 -1.38
H 1.83 3.13 -1.13
H 0.84 2.93 0.41
C 3.65 2.68 0.64
H 4.26 2.46 1.52
H 2.90 3.45 0.85
H 4.11 2.90 -0.34
C 3.59 0.20 -0.79
H 4.38 0.77 -1.30
H 2.97 -0.23 -1.57
H 4.04 -0.75 -0.43
C -3.84 -2.20 -1.41
H -4.20 -1.67 -0.48
H -4.36 -3.19 -1.47
H -4.19 -1.56 -2.29
C -1.47 -3.56 -2.22
H -1.51 -4.54 -1.65
H -0.37 -3.39 -2.55
H -2.28 -3.57 -3.02
F -0.26 2.42 4.02
C -1.20 2.81 3.15
C -1.44 2.12 1.94
C -2.56 2.65 1.36
F -3.20 1.98 0.22
C -3.24 3.84 1.70
F -4.20 4.25 0.83
C -2.82 4.62 2.76
F -3.34 5.84 2.97
C -1.80 4.03 3.53
F -1.29 4.81 4.50
*
```

A cluster of 3 separate species, C3H10O4 in total in a non-equilibrium geometry, computed with ωB97M-V/def2-TZVPD.

## Properties
LUMO energy	-0.1501	hartree

The geometry in ORCA input format:
```
! wB97M-V def2-TZVPD RIJCOSX def2/J DEFGRID3
* xyz 0 1
O 0.38 -0.82 -0.36
C -0.33 0.22 0.17
O -0.06 0.38 1.58
C -1.78 -0.06 0.00
C -2.27 -0.84 -1.14
H -0.72 -0.20 1.98
H 0.00 1.19 -0.26
H -2.51 0.58 0.49
H -1.67 -1.77 -0.99
H -2.10 -0.30 -2.09
H -3.32 -1.10 -1.01
H 2.05 0.53 1.99
H 2.87 0.52 0.70
O 2.90 0.22 1.68
H 1.22 -0.56 -0.80
H 2.98 1.29 -1.22
O 2.36 0.72 -0.74
*
```

An isolated molecule of C4H8N2O, computed with ωB97M-V/def2-TZVPD.

## Properties
SMILES string	NC(=O)CN1CC1
LUMO energy	0.0331	hartree

The geometry in ORCA input format:
```
! wB97M-V def2-TZVPD RIJCOSX def2/J DEFGRID3
* xyz 0 1
N 1.97 -0.35 -1.10
C 1.16 -0.68 -0.06
O 0.81 -1.83 0.17
C 0.68 0.51 0.77
N -0.71 0.90 0.56
C -1.76 -0.05 0.82
C -1.45 0.37 -0.57
H 2.24 -1.09 -1.74
H 2.10 0.60 -1.38
H 0.81 0.25 1.83
H 1.31 1.39 0.57
H -1.48 -1.07 1.10
H -2.63 0.36 1.33
H -0.98 -0.39 -1.20
H -2.07 1.08 -1.10
*
```

A structure of composition C37H48Br2N2O6SeZr, computed with ωB97M-V/def2-TZVPD.

## Properties
LUMO energy	0.0027	hartree

The geometry in ORCA input format:
```
! wB97M-V def2-TZVPD RIJCOSX def2/J DEFGRID3
* xyz 0 1
Zr 0.07 0.44 0.15
C -2.31 -2.47 -6.98
C -2.53 -1.00 -6.57
C -4.03 -0.77 -6.42
C -2.00 -0.08 -7.68
C -1.78 -0.71 -5.28
C -2.40 -0.17 -4.16
C -1.65 0.03 -3.01
Br -2.47 0.82 -1.49
C -0.30 -0.29 -2.91
O 0.31 -0.19 -1.72
C 0.37 -0.69 -4.08
C -0.40 -0.92 -5.21
C 1.90 -0.73 -4.13
C 2.43 0.68 -3.84
C 2.40 -1.16 -5.51
C 2.50 -1.70 -3.10
H -2.88 -2.70 -7.88
H -2.64 -3.14 -6.18
H -1.26 -2.68 -7.18
H -4.54 -1.03 -7.35
H -4.26 0.28 -6.21
H -4.46 -1.39 -5.63
H -2.52 -0.29 -8.63
H -0.93 -0.23 -7.85
H -2.16 0.97 -7.43
H -3.45 0.08 -4.16
H 0.10 -1.26 -6.10
H 2.04 1.39 -4.58
H 3.52 0.69 -3.91
H 2.15 1.03 -2.85
H 2.07 -0.47 -6.30
H 2.08 -2.17 -5.77
H 3.49 -1.15 -5.51
H 2.38 -1.31 -2.09
H 3.57 -1.82 -3.29
H 2.03 -2.69 -3.17
O 2.69 -5.19 2.25
C 2.23 -4.04 1.73
C 1.72 -3.93 0.44
C 1.26 -2.71 0.02
N 1.27 -1.61 0.79
C 1.79 -1.74 2.01
Br 1.86 -0.19 3.07
C 2.27 -2.91 2.53
H 2.61 -5.91 1.61
H 1.68 -4.78 -0.23
H 0.86 -2.59 -0.98
H 2.67 -2.96 3.53
O 0.16 2.45 -0.31
Se 1.80 2.73 0.11
O 2.61 3.45 -1.05
O 2.11 1.06 0.20
O 1.81 3.32 1.59
C -4.64 -4.17 2.26
C -3.59 -3.50 1.40
C -3.23 -4.05 0.18
C -2.30 -3.39 -0.62
C -1.90 -3.92 -1.97
C -1.76 -2.19 -0.17
C -2.05 -1.64 1.08
C -3.01 -2.32 1.84
N -1.44 -0.43 1.42
C -2.04 0.45 2.45
C -1.81 -0.04 3.89
C -2.34 0.99 4.90
C -3.83 1.22 4.65
C -4.04 1.77 3.24
C -3.28 3.09 3.09
C -1.79 2.84 3.32
C -1.57 2.30 4.74
C -1.32 1.80 2.30
C -3.53 0.76 2.21
H -4.82 -5.19 1.93
H -5.59 -3.63 2.21
H -4.33 -4.20 3.31
H -3.69 -4.97 -0.17
H -2.68 -4.56 -2.39
H -0.99 -4.53 -1.90
H -1.70 -3.11 -2.68
H -1.13 -1.66 -0.87
H -3.29 -1.97 2.82
H -0.74 -0.20 4.04
H -2.30 -1.00 4.06
H -2.19 0.60 5.91
H -4.23 1.93 5.39
H -4.39 0.29 4.78
H -5.11 1.94 3.06
H -3.65 3.83 3.82
H -3.44 3.51 2.09
H -1.22 3.75 3.17
H -1.91 3.04 5.47
H -0.50 2.13 4.92
H -0.23 1.68 2.42
H -1.51 2.21 1.30
H -3.65 1.16 1.20
H -4.14 -0.15 2.26
*
```

The ion C2H6N3 with charge +1 in a non-equilibrium geometry, computed with ωB97M-V/def2-TZVPD.

## Properties
SMILES string	C=NC(N)=[NH2+]
LUMO energy	-0.1638	hartree

The geometry in ORCA input format:
```
! wB97M-V def2-TZVPD RIJCOSX def2/J DEFGRID3
* xyz 1 1
C 1.81 -0.14 -0.10
C -0.54 0.17 0.03
N 1.00 0.57 0.53
N -1.26 1.24 0.02
N -0.73 -1.15 0.04
H 2.84 0.04 0.10
H 1.47 -0.91 -0.86
H -0.77 2.14 0.06
H -2.31 1.30 -0.14
H 0.02 -1.76 -0.22
H -1.54 -1.51 0.55
*
```

A cluster of 3 separate species, C2H9NO3 in total, computed with ωB97M-V/def2-TZVPD.

## Properties
<S²>	0.754
LUMO energy (spin up / spin down)	0.1175 / 0.1172	hartree

The geometry in ORCA input format:
```
! wB97M-V def2-TZVPD RIJCOSX def2/J DEFGRID3
* xyz -1 2
O 0.52 0.15 -0.44
C 0.13 -0.98 0.10
C -1.16 -1.60 -0.28
N -1.11 -2.91 -0.96
H 0.66 -1.32 1.02
H -1.62 -0.86 -0.94
H -1.79 -1.76 0.60
H -0.70 -3.59 -0.32
H -0.43 -2.87 -1.70
H -1.31 5.32 1.69
H -1.19 3.82 1.50
O -0.66 4.61 1.69
H 2.16 0.44 -0.40
H 3.35 1.13 -1.09
O 3.16 0.41 -0.47
*
```

A structure of composition C5H13N2O in a non-equilibrium geometry, computed with ωB97M-V/def2-TZVPD.

## Properties
LUMO energy	0.1444	hartree

The geometry in ORCA input format:
```
! wB97M-V def2-TZVPD RIJCOSX def2/J DEFGRID3
* xyz -1 1
C -0.90 -0.92 -0.04
N -1.83 -0.30 0.89
C -2.07 0.99 0.64
O -2.13 1.64 -0.42
C 0.61 -0.58 0.34
C 1.13 0.83 -0.01
C 2.61 1.10 0.12
N 1.58 -1.61 -0.52
H -0.91 -1.99 0.14
H -1.04 -0.63 -1.08
H -4.26 -0.70 -1.34
H -3.98 -1.22 -1.80
H -2.02 1.56 1.66
H 0.39 -0.53 1.43
H 0.37 1.47 0.52
H 0.81 0.95 -1.14
H 2.68 2.07 -0.34
H 3.27 0.36 -0.33
H 2.95 1.12 1.21
H 1.75 -1.18 0.56
H 0.98 -2.44 -0.48
*
```

A cluster of 2 separate species, CH4N2O2 in total in a non-equilibrium geometry, computed with ωB97M-V/def2-TZVPD.

## Properties
SMILES string	O=NO.C=N
LUMO energy	0.0198	hartree

The geometry in ORCA input format:
```
! wB97M-V def2-TZVPD RIJCOSX def2/J DEFGRID3
* xyz 0 1
C -1.04 1.00 0.16
N -0.19 0.56 0.95
N 0.75 -1.12 -1.17
O 1.27 -1.93 -1.89
O 1.19 -1.30 0.10
H -1.11 0.46 -0.79
H -1.55 1.95 0.22
H 0.71 -0.56 0.52
H -0.04 0.93 1.90
*
```